[1]
The following is a quantum chemistry calculation of C4H6O2 in the gas phase, from the Open Molecules 2025 dataset.

- F_max: 0.016 hartree/bohr
- Relative energy (zero: lowest compared OMol25 entry of this formula, charge and spin): 117.5 kcal per mole
- Kohn-Sham gap (spin up / spin down): 8.3 / 8.3 eV
- HOMO level (spin up / spin down): -0.32142 / -0.32150 Ha
- Energy: -306.31906 a.u.

Geometry as ORCA input:
```
! RIJCOSX wB97M-V def2-TZVPD def2/J DEFGRID3
* xyz 0 1
O -1.04 -0.23 1.72
O -0.34 0.12 2.82
C -0.46 -0.19 0.59
C -1.29 -0.58 -0.59
C 1.56 0.71 -0.49
C 0.96 0.12 0.54
H -1.01 -1.58 -0.93
H 1.00 1.05 -1.36
H -2.34 -0.58 -0.31
H 1.50 -0.14 1.45
H 2.62 0.92 -0.48
H -1.13 0.11 -1.42
*
```

So, what does the Löwdin scheme give us? The charges, in e, come out as: number 1, O, carries -0.047; number 2, O, carries -0.171; number 3, C, carries -0.299; number 4, C, carries 0.008; number 5, C, carries 0.068; number 6, C, carries -0.087; number 7, H, carries 0.102; number 8, H, carries 0.066; number 9, H, carries 0.095; number 10, H, carries 0.113; number 11, H, carries 0.068; number 12, H, carries 0.084

=====

[2]
The following is a quantum chemistry calculation of C4H6O2 as an isolated structure, from the Open Molecules 2025 dataset.

- F_max: 0.008 hartree/bohr
- Relative energy (zero: lowest compared OMol25 entry of this formula, charge and spin): 109.2 kcal per mole
- Kohn-Sham gap: 9.9 eV
- HOMO level: -0.34621 Ha
- Energy: -306.33220 a.u.

Geometry as ORCA input:
```
! RIJCOSX wB97M-V def2-TZVPD def2/J DEFGRID3
* xyz 0 1
O 0.86 1.50 -0.04
O -0.33 -1.97 0.95
C 1.73 0.36 0.12
C -1.64 -0.32 -0.24
C -0.46 -0.82 0.56
C 0.59 0.11 1.02
H 1.79 -0.19 -0.82
H -1.31 0.26 -1.10
H -2.25 0.34 0.39
H 0.51 1.50 1.02
H 2.71 0.58 0.55
H -2.25 -1.17 -0.56
*
```

So, what does the Löwdin scheme give us? The charges, in e, come out as: number 1, O, carries -0.071; number 2, O, carries 0.076; number 3, C, carries -0.182; number 4, C, carries -0.003; number 5, C, carries -0.482; number 6, C, carries 0.013; number 7, H, carries 0.129; number 8, H, carries 0.083; number 9, H, carries 0.094; number 10, H, carries 0.141; number 11, H, carries 0.115; number 12, H, carries 0.088

=====

[3]
The following is a quantum chemistry calculation of C4H6O2 in the gas phase, from the Open Molecules 2025 dataset.

- F_max: 0.007 hartree/bohr
- Relative energy (zero: lowest compared OMol25 entry of this formula, charge and spin): 145.0 kcal per mole
- Kohn-Sham gap: 9.6 eV
- HOMO level: -0.32638 Ha
- Energy: -306.27524 a.u.

Geometry as ORCA input:
```
! RIJCOSX wB97M-V def2-TZVPD def2/J DEFGRID3
* xyz 0 1
O -1.76 0.14 -0.22
O 1.20 -0.32 1.08
C -0.73 -0.82 -0.51
C 2.15 -0.04 0.08
C -0.87 1.00 0.50
C 0.31 0.11 0.10
H 2.14 -0.95 -0.57
H 0.99 0.68 -0.67
H -0.66 -1.04 -1.58
H -0.84 -1.75 0.06
H -0.89 2.03 0.14
H -1.04 0.97 1.59
*
```

So, what does the Löwdin scheme give us? The charges, in e, come out as: number 1, O, carries -0.093; number 2, O, carries -0.128; number 3, C, carries -0.098; number 4, C, carries 0.093; number 5, C, carries -0.084; number 6, C, carries -0.405; number 7, H, carries 0.048; number 8, H, carries 0.144; number 9, H, carries 0.127; number 10, H, carries 0.134; number 11, H, carries 0.129; number 12, H, carries 0.134

=====

[4]
The following is a quantum chemistry calculation of C4H6O2 in the gas phase at a distorted geometry, from the Open Molecules 2025 dataset.

- F_max: 0.043 hartree/bohr
- Relative energy (zero: lowest compared OMol25 entry of this formula, charge and spin): 108.0 kcal per mole
- Kohn-Sham gap: 9.5 eV
- HOMO level: -0.31939 Ha
- Energy: -306.33411 a.u.

Geometry as ORCA input:
```
! RIJCOSX wB97M-V def2-TZVPD def2/J DEFGRID3
* xyz 0 1
O -0.31 -1.45 0.82
O -0.01 2.07 0.64
C 0.83 -1.04 0.07
C 0.02 0.08 -0.63
C -1.16 -0.49 0.16
C 0.59 1.39 -0.32
H 1.66 -0.70 0.71
H -1.61 0.22 0.87
H 1.20 -1.82 -0.60
H 0.73 2.70 0.44
H -1.93 -0.96 -0.45
H -0.01 0.00 -1.72
*
```

So, what does the Löwdin scheme give us? The charges, in e, come out as: number 1, O, carries -0.102; number 2, O, carries 0.048; number 3, C, carries -0.142; number 4, C, carries -0.281; number 5, C, carries -0.147; number 6, C, carries -0.077; number 7, H, carries 0.121; number 8, H, carries 0.115; number 9, H, carries 0.120; number 10, H, carries 0.088; number 11, H, carries 0.120; number 12, H, carries 0.138